Below is an isolated ion of composition C10H17N2 and charge +1 in a non-equilibrium geometry, with properties calculated with wB97M-V/def2-TZVPD.

Last column: Mulliken charge in e.
CARTESIAN COORDINATES (ANGSTROEM)
C1 -2.370 -0.311 -1.071  -0.462
C2 -2.688 0.050 0.295  -0.365
C3 -1.225 -0.887 -1.432  -0.438
C4 -1.822 -0.025 1.308  -0.702
C5 1.208 0.676 -1.144  -0.682
C6 0.556 1.444 0.020  -0.524
C7 -0.111 -1.230 -0.510  -0.499
C8 -0.420 -0.488 1.154  -0.410
C9 1.925 -1.564 -1.784  -0.937
C10 0.512 1.371 2.483  -0.941
N1 1.199 -0.745 -0.830  -0.206
N2 0.603 0.596 1.235  0.016
H1 -3.131 -0.124 -1.813  0.443
H2 -3.699 0.379 0.482  0.424
H3 -1.064 -1.182 -2.461  0.418
H4 -2.133 0.213 2.316  0.515
H5 0.689 0.915 -2.084  0.383
H6 2.255 0.972 -1.257  0.563
H7 1.096 2.373 0.207  0.407
H8 -0.489 1.680 -0.187  0.309
H9 -0.072 -2.304 -0.325  0.606
H10 -0.159 -1.263 1.875  0.570
H11 1.471 -1.568 -2.780  0.305
H12 2.943 -1.190 -1.864  0.362
H13 1.961 -2.586 -1.410  0.362
H14 -0.390 1.980 2.466  0.443
H15 0.468 0.694 3.334  0.340
H16 1.380 2.017 2.594  0.357
H17 1.506 0.105 1.185  0.344

* structure (SMILES): CN1CC[N@@H+](C)[C@H]2C=CC=C[C@H]21
* total charge: +1
* energy relative to the best compared isomer or geometry (same formula, charge and spin): 8.6 kcal/mol
* electronic energy: -13618.0686 eV
* 2S+1: 1